[1]
A cluster of 6 separate species, C17H46O7 in total. Source: the OMol25 dataset; level of theory: ωB97M-V/def2-TZVPD.

Results
HOMO energy = -9.71 eV
Total charge = 0
HOMO-LUMO gap = 0.3622 Eh
SMILES = CC(C)O.CC(C)O.CC(C)O.CC(C)O.CC(C)O.OCCO
E_LUMO = 0.14 eV

Structure (XYZ):
```
70
C17H46O7, DFT ωB97M-V/def2-TZVPD
H 3.024 -3.821 -1.528
C 1.056 3.679 -5.717
O -3.132 -0.161 2.024
H -0.681 1.343 3.744
H 2.350 2.069 -5.475
H -0.125 3.394 5.244
H 0.067 -4.846 1.206
H -0.702 0.685 -1.568
C 3.490 -4.160 -0.543
H 1.989 2.521 -0.429
H 0.808 2.403 3.522
H 3.527 -3.307 2.617
H 1.738 0.310 5.248
C -2.272 -3.634 0.332
H -5.971 -0.343 0.425
O -0.413 0.365 1.153
H -5.475 1.983 1.196
H 0.123 -0.221 4.862
C -4.489 1.726 1.628
H -2.465 -0.026 1.507
H 1.792 4.236 -3.706
H 0.104 4.331 -3.784
H 4.626 -4.001 -0.884
H -1.828 1.556 -0.637
O 3.989 -3.661 1.726
C -0.867 -3.150 0.461
H 2.116 -3.273 0.856
H 2.240 2.775 -7.224
H -4.596 1.780 2.698
H 1.943 -1.104 3.352
C 0.933 3.649 -4.086
H -3.866 0.201 0.173
C 2.314 2.936 -6.081
O 1.380 -0.343 3.372
H -0.995 -2.842 -1.793
H 1.903 1.666 1.090
C -0.816 1.493 -0.895
H 3.544 -1.234 1.124
H -2.324 -4.503 -0.409
H 0.191 3.125 -6.187
H 0.148 0.282 1.881
H -5.802 -0.424 2.191
H 3.357 -5.226 -0.289
H 0.381 5.374 -6.693
H -2.868 -2.861 -0.020
H -5.048 -1.633 1.177
C 0.246 1.640 4.184
H 0.591 -2.472 -0.903
O -0.157 -4.383 0.366
C -0.475 -2.511 -0.773
H -0.754 -1.433 -0.653
O 0.009 2.334 5.424
H -0.607 2.469 -1.401
H -2.674 -4.214 1.235
H 1.463 0.859 -0.558
O 1.143 5.041 -6.165
C 3.168 -3.270 0.614
C 3.599 -1.783 0.243
C 1.457 1.626 0.149
H 3.300 3.412 -5.696
C -0.015 1.585 0.404
H 4.538 -1.632 0.252
H -0.338 2.373 1.037
C -5.249 -0.600 1.217
C -4.157 0.346 1.126
H -3.733 2.597 1.574
H 3.112 -1.416 -0.661
H 0.788 2.782 -3.654
H -0.591 -2.781 1.296
C 0.928 0.346 4.511
```

=====

[2]
A structure of composition C43H30F3MoN5O8S. Source: the OMol25 dataset; level of theory: ωB97M-V/def2-TZVPD.

Results
HOMO energy (spin up / spin down) = -7.47 / -7.47 eV
Total charge = 0
HOMO-LUMO gap (spin up / spin down) = 0.2213 / 0.2213 Eh
E_LUMO (spin up / spin down) = -1.45 / -1.45 eV

Structure (XYZ):
```
91
C43H30F3MoN5O8S, DFT ωB97M-V/def2-TZVPD
H 1.756 -5.700 -1.304
O 0.420 1.454 -1.482
C 1.555 -2.312 -1.228
C 2.410 -1.152 -1.461
C 4.251 0.867 -1.529
C 2.360 2.265 -4.400
N -2.557 -0.594 -1.942
H 2.047 3.173 -2.475
C 3.214 1.826 0.432
C -2.539 -1.613 1.322
C 3.414 -1.162 -2.453
H 3.440 -1.970 -3.170
C 1.034 0.340 -4.905
C -6.986 1.005 -0.155
C -3.683 -2.327 1.459
C 4.311 -0.147 -2.506
H -0.291 -5.411 0.076
H -5.414 -3.161 0.440
H -1.436 -0.551 -4.101
H -4.595 -2.717 -1.822
C -6.456 0.710 -1.406
N -1.162 -0.403 -2.098
O -1.944 1.118 -0.299
N -2.198 -1.135 0.031
H 2.471 1.805 1.205
O -4.044 1.060 1.936
F -1.829 3.820 0.337
H 2.980 -3.700 -2.048
C 3.702 0.070 5.711
C 1.932 -0.907 2.551
H -8.047 1.184 -0.040
C -4.463 -2.663 0.300
C -1.526 -1.361 2.268
C 0.365 -2.101 -0.508
C 2.585 -0.196 4.756
C -5.102 0.464 -1.527
C 5.232 1.878 -1.483
H 3.954 -0.865 3.269
C 0.467 0.397 -3.622
C 4.186 2.791 0.459
H 3.095 2.997 -4.712
Mo -0.198 -0.029 -0.189
C 0.891 1.387 -2.685
C 0.257 -0.250 4.144
C -0.744 -0.283 -3.305
C 0.588 -0.672 2.855
H 0.681 -0.423 -5.591
H 0.948 0.330 6.063
H -1.136 -3.218 0.569
O 4.792 -0.415 5.594
O 0.462 2.815 3.076
H 2.186 -1.281 1.569
O -1.610 1.758 2.368
H 2.466 1.167 -6.258
H 2.580 1.320 6.641
H -3.986 -2.668 2.441
H -6.528 1.384 1.912
H -7.092 0.669 -2.281
H 4.180 3.521 1.259
H 5.079 -0.108 -3.269
H -1.646 -1.675 3.299
C 2.008 1.230 -5.280
N 2.228 -0.146 -0.612
F -0.630 4.924 1.740
C -0.250 -3.273 -0.046
O 0.448 1.465 1.068
C 2.041 -3.588 -1.520
C 1.795 2.368 -3.154
C -6.149 1.105 0.937
N -0.389 -0.882 1.857
C -4.776 0.886 0.816
C 3.189 0.846 -0.583
C 0.227 -4.546 -0.321
C -4.028 -2.423 -0.949
H -4.677 0.228 -2.492
H -3.115 1.303 1.754
H 6.025 1.863 -2.222
C -0.660 3.843 0.955
C 1.369 -4.713 -1.087
F 0.317 3.960 0.055
C -4.253 0.497 -0.420
H -0.774 -0.047 4.397
S -0.341 2.322 2.002
C -2.665 -1.852 -1.163
O 3.444 0.907 6.736
H -1.986 -2.613 -1.555
C 1.245 -0.007 5.076
C -2.786 0.166 -0.577
C 5.198 2.839 -0.513
H 5.952 3.614 -0.475
C 2.912 -0.680 3.491
```

=====

F_max for the records above, in order: 8.568 1.815 eV Å⁻¹